Density functional theory data (ωB97M-V/def2-TZVPD) for C26H34BeClF5N3O4S as an isolated structure.

Cartesian coordinates (Å):
1 O 0.92432 -1.74813 -1.76561
2 C 2.18967 -2.15528 -1.55360
3 C 2.22559 -3.36030 -0.62700
4 C 1.34710 -3.47274 0.45586
5 H 0.68209 -2.63478 0.69799
6 C 1.31667 -4.65304 1.20742
7 H 0.58228 -4.74899 2.00873
8 C 2.22044 -5.68502 0.92721
9 H 2.20740 -6.60059 1.51814
10 C 3.14555 -5.53965 -0.11424
11 H 3.87421 -6.32319 -0.32727
12 C 3.13073 -4.38815 -0.90094
13 H 3.82319 -4.25097 -1.73627
14 H 2.70882 -2.42760 -2.49171
15 C 3.43002 0.18304 -2.01950
16 C 2.98055 -0.80600 -0.98465
17 H 4.52843 0.19675 -2.10141
18 H 3.11071 1.20235 -1.75719
19 H 3.01808 -0.06925 -3.00239
20 C 3.60692 -0.92644 0.21307
21 C 4.67185 -0.03404 0.74642
22 H 3.29217 -1.71927 0.89131
23 H 5.60752 -0.59555 0.89303
24 H 4.37998 0.35672 1.72954
25 H 4.88881 0.81304 0.08357
26 Be 0.71152 -0.10447 -1.04132
27 Cl 1.22182 0.84039 0.62657
28 C -1.06727 3.42877 0.38327
29 O -1.42477 3.60136 -0.78123
30 N -1.46536 4.19978 1.43135
31 C -2.29182 5.36352 1.19078
32 C -0.83457 4.12780 2.74360
33 H -0.38060 2.60350 0.67427
34 H -2.76745 5.26970 0.21388
35 H -1.68821 6.28131 1.22456
36 H -3.05001 5.43366 1.97867
37 H -0.29664 3.17777 2.83785
38 H -1.60532 4.19616 3.52288
39 H -0.13442 4.96605 2.88876
40 H -3.39718 -3.98589 -1.15129
41 H -4.12496 -2.41360 0.35814
42 C -2.36505 -3.66165 -0.97745
43 C -3.27123 -1.72844 0.32647
44 N -2.34967 -2.23496 -0.68178
45 H -1.75972 -3.83430 -1.87241
46 C -1.49727 -1.43887 -1.33073
47 O -0.99179 -0.38923 -0.85850
48 H -3.60986 -0.72073 0.06338
49 H -1.26584 -1.78843 -2.35382
50 H -1.94356 -4.24212 -0.14274
51 H -2.78626 -1.69326 1.31423
52 H -0.15157 3.63980 -4.61272
53 H -1.05988 1.87990 -6.12790
54 C 0.63744 2.95129 -4.29105
55 C -0.30864 1.17481 -5.75836
56 N 0.14753 1.57835 -4.43278
57 H 0.90973 3.14658 -3.25324
58 C 0.19950 0.69881 -3.44488
59 O 0.71602 0.95375 -2.31548
60 H -0.74177 0.17309 -5.69049
61 H -0.22403 -0.29941 -3.66036
62 H 1.49824 3.10106 -4.95484
63 H 0.52751 1.15789 -6.46950
64 F -4.15063 2.90708 5.90744
65 C -3.43190 2.04550 5.16364
66 C -2.48015 1.22014 5.76946
67 F -2.28360 1.28789 7.10286
68 C -1.72985 0.34393 4.99613
69 F -0.79431 -0.42448 5.58574
70 C -1.88639 0.24430 3.58529
71 S -0.95694 -0.80148 2.67679
72 C -2.84689 1.12789 3.01705
73 F -2.93434 1.19961 1.66612
74 C -3.61545 1.99555 3.78074
75 F -4.49718 2.83140 3.18242

Force components x, y, z for each atom (eV/Å):
O -1.5 1.9 0.0
C 1.3 2.2 1.4
C 0.4 0.0 -0.1
C -0.1 -0.2 -0.1
H 0.2 -0.4 -0.1
C 0.2 0.2 -0.2
H 0.3 0.0 -0.1
C 0.0 0.2 -0.2
H 0.0 0.2 -0.1
C -0.1 0.1 0.0
H -0.2 0.1 0.1
C -0.2 0.0 0.3
H -0.2 -0.2 0.2
H 0.2 0.0 0.1
C 0.2 0.4 -0.1
C 2.3 -3.9 0.4
H -0.3 -0.1 0.0
H 0.1 -0.2 -0.1
H 0.1 0.1 0.1
C -0.6 -0.1 -1.2
C 0.0 0.5 0.2
H 0.1 0.0 -0.2
H -0.2 0.0 0.0
H 0.1 0.0 -0.1
H -0.1 -0.2 0.2
Be -1.3 -1.4 -0.4
Cl -0.1 0.4 -0.1
C 0.2 -0.3 -0.2
O 0.1 0.1 0.6
N 0.1 0.3 -0.1
C 0.0 -0.1 0.2
C -0.1 -0.2 -0.3
H -0.4 0.3 -0.1
H 0.1 0.0 0.1
H -0.1 0.0 -0.1
H 0.0 0.0 -0.1
H -0.1 0.2 0.0
H 0.2 -0.1 -0.1
H -0.1 -0.2 -0.1
H 0.1 -0.1 0.0
H 0.0 0.1 -0.1
C -0.2 0.3 -0.3
C 0.2 -0.1 0.7
N -0.3 0.1 -0.4
H -0.1 -0.1 0.2
C 0.8 0.5 0.5
O -1.6 -1.0 -0.7
H 0.2 -0.2 0.1
H 0.3 0.0 0.5
H 0.0 0.3 -0.2
H -0.2 0.1 -0.2
H 0.1 -0.1 0.2
H 0.0 -0.1 0.1
C 0.0 -0.1 -0.2
C 0.0 0.0 0.2
N 0.0 0.2 -0.3
H -0.1 -0.1 -0.2
C 0.8 0.0 2.1
O -0.8 0.2 -2.3
H 0.0 0.2 -0.1
H 0.3 0.4 0.1
H 0.0 -0.1 0.2
H -0.1 0.0 0.2
F -0.2 0.2 0.2
C 0.2 -0.2 -0.3
C 0.2 -0.2 -0.5
F -0.1 0.1 -0.1
C -0.4 0.3 -0.4
F -0.4 0.3 0.2
C -0.8 0.8 0.8
S 0.7 -1.0 -0.5
C 0.4 0.0 0.3
F -0.3 0.0 0.5
C 0.4 -0.2 0.0
F 0.2 -0.1 0.2

Kohn-Sham gap   5.21 eV
Total charge   -1

Atomic partial charges in e from the Löwdin method, atoms 1 to 5:
1. O -0.21
2. C -0.36
3. C -0.18
4. C -0.02
5. H 0.11

Density functional theory data (ωB97M-V/def2-TZVPD) for C26H34BiN5OSSe3Te as an isolated structure.

Cartesian coordinates (Å):
1 Bi 0.27645 0.02602 0.12001
2 Se 0.09386 1.57322 3.48225
3 Se 1.38256 -0.34399 3.54284
4 Te 3.50039 0.12153 2.29796
5 Se 2.89410 -0.63794 -0.07321
6 C -6.76288 -1.77912 -0.90739
7 C -6.51235 -0.59533 -1.79904
8 C -7.51926 -0.06197 -2.59217
9 C -7.28625 1.02574 -3.41969
10 C -6.03129 1.60973 -3.44966
11 C -5.01468 1.10701 -2.65256
12 C -5.24640 0.00321 -1.83371
13 N -4.24805 -0.53345 -0.98756
14 C -2.88986 -0.26158 -1.06638
15 N -2.38271 -0.34066 -2.31825
16 C -1.10338 -0.12336 -2.87373
17 C 0.06518 0.14294 -2.14375
18 C 1.23420 0.36953 -2.87762
19 C 1.27328 0.29401 -4.25857
20 C 0.11778 -0.02592 -4.95039
21 C -1.07848 -0.21928 -4.28064
22 C -2.32606 -0.51568 -5.07738
23 N -2.18961 -0.02605 -0.01357
24 C -2.81323 0.00547 1.26044
25 C -2.71167 -1.12521 2.06551
26 C -3.25744 -1.12678 3.33773
27 C -3.89426 0.00994 3.80980
28 C -3.97667 1.13834 3.01109
29 C -3.44558 1.15966 1.72662
30 C -3.55455 2.39315 0.87242
31 H -7.74074 -2.20914 -1.11406
32 H -6.73558 -1.49429 0.14848
33 H -6.00280 -2.54685 -1.06245
34 H -8.50006 -0.52069 -2.56265
35 H -8.08914 1.42124 -4.02749
36 H -5.84233 2.46566 -4.08403
37 H -4.04742 1.59211 -2.64461
38 H -4.55215 -0.72571 -0.04308
39 H -3.07193 -0.60493 -3.00158
40 H 2.15964 0.57856 -2.35365
41 H 2.20061 0.46714 -4.78917
42 H 0.13504 -0.12777 -6.02873
43 H -2.08384 -0.54434 -6.13765
44 H -3.08684 0.25806 -4.94097
45 H -2.76615 -1.48378 -4.81924
46 H -2.19323 -1.99241 1.67274
47 H -3.17276 -2.00406 3.96553
48 H -4.30798 0.03073 4.80935
49 H -4.43727 2.04198 3.39261
50 H -3.51823 3.28357 1.49914
51 H -4.49928 2.40754 0.32183
52 H -2.74394 2.43711 0.14442
53 N 1.37013 3.11414 -1.05282
54 N 0.69045 2.52814 0.04998
55 H 1.11018 4.08361 -1.18309
56 H 1.15798 2.59385 -1.89294
57 H -0.25069 2.88414 0.21125
58 H 1.20100 2.70110 0.91331
59 O -0.11891 -2.45512 -0.04452
60 S 0.96822 -3.34586 0.54144
61 C 0.07450 -4.91853 0.82330
62 C 0.01178 -5.60244 -0.53071
63 C 1.42789 -5.49538 -1.08344
64 C 1.83609 -4.03450 -0.92055
65 H -0.89791 -4.67694 1.24773
66 H 0.66544 -5.47573 1.55300
67 H -0.67908 -5.04620 -1.16856
68 H -0.32660 -6.63688 -0.45853
69 H 1.48364 -5.80382 -2.12758
70 H 2.10219 -6.12826 -0.50250
71 H 1.51307 -3.39983 -1.74566
72 H 2.90268 -3.88991 -0.76173

Force components x, y, z for each atom (eV/Å):
Bi 0.3 0.0 0.9
Se -0.1 0.2 -0.4
Se 0.0 -0.3 0.0
Te -0.1 0.0 -0.2
Se 0.5 0.0 -0.1
C 0.0 0.1 -0.1
C 0.0 0.0 0.0
C 0.1 0.0 0.0
C -0.1 0.0 0.0
C 0.0 0.0 0.0
C 0.0 0.0 0.1
C -0.1 0.0 -0.2
N 0.0 0.0 0.0
C -0.3 0.0 0.3
N -0.1 -0.1 -0.2
C 0.2 0.1 0.1
C -0.2 -0.1 -0.1
C 0.1 -0.1 -0.1
C 0.0 0.0 0.0
C 0.0 0.0 0.1
C 0.0 0.0 -0.1
C 0.1 0.1 0.0
N -0.1 0.0 -0.5
C -0.1 0.0 0.1
C 0.0 0.0 0.0
C 0.0 0.0 0.0
C 0.0 0.0 0.1
C 0.0 0.0 -0.1
C 0.0 0.0 0.0
C 0.0 -0.1 0.1
H 0.0 0.0 0.0
H 0.0 0.0 0.0
H 0.0 0.0 0.0
H 0.0 0.0 0.0
H 0.0 0.0 0.0
H 0.0 0.0 0.0
H 0.0 0.0 0.0
H 0.0 0.0 0.0
H 0.0 0.0 0.1
H 0.0 0.0 0.1
H 0.0 0.0 0.0
H 0.0 0.1 0.0
H 0.0 0.0 0.0
H 0.0 0.0 0.0
H 0.0 0.0 0.0
H 0.0 0.0 0.0
H 0.0 0.0 0.0
H 0.0 0.0 0.0
H 0.0 0.0 0.0
H 0.0 0.0 0.0
H 0.0 0.0 0.0
H 0.0 0.1 0.0
N 0.1 0.1 0.0
N -0.1 -0.1 0.0
H -0.1 0.0 0.0
H -0.1 0.0 0.0
H 0.0 0.1 -0.1
H 0.1 -0.1 0.1
O -0.1 0.3 -0.1
S -0.1 -0.4 0.0
C 0.1 0.2 0.0
C 0.1 -0.1 0.0
C -0.1 0.1 0.0
C 0.2 0.0 0.2
H 0.1 0.1 0.1
H 0.0 -0.1 0.0
H 0.0 -0.1 0.0
H 0.0 0.0 0.0
H 0.1 0.0 0.0
H 0.0 -0.1 0.0
H 0.0 0.0 0.0
H 0.0 0.1 0.0

Kohn-Sham gap   6.18 eV

Atomic partial charges in e from the Löwdin method, atoms 1 to 5:
1. Bi 1.39
2. Se -0.26
3. Se -0.39
4. Te 0.25
5. Se -0.18

Density functional theory data (ωB97M-V/def2-TZVPD) for C26H34CdN7O2 as an isolated structure.

Cartesian coordinates (Å):
1 Cd 6.98375 9.88006 12.05674
2 O 6.54474 15.38416 12.30801
3 C 6.04233 15.22933 11.05153
4 C 5.96943 16.39665 10.24600
5 C 5.58264 16.28772 8.92458
6 C 5.22165 15.04636 8.37818
7 C 5.20532 13.90833 9.18234
8 C 5.64748 13.96604 10.53266
9 C 5.80238 12.72442 11.35272
10 O 5.76438 11.58949 10.76711
11 N 6.03614 12.90298 12.67604
12 N 6.06888 11.74488 13.28089
13 C 5.76297 11.61149 14.54461
14 C 5.64203 10.32165 15.20487
15 C 4.93335 10.19541 16.43772
16 C 4.88089 8.97588 17.08907
17 C 5.62663 7.90242 16.59374
18 C 6.28252 8.09804 15.37397
19 N 6.22474 9.21484 14.64820
20 H 6.44538 14.44321 12.74200
21 H 6.32878 17.34057 10.62062
22 H 5.57378 17.17575 8.28584
23 H 4.94384 14.95391 7.32013
24 H 4.91780 12.95231 8.72603
25 H 5.57280 12.54398 15.10663
26 H 4.41597 11.06450 16.85950
27 H 4.29596 8.87284 17.98516
28 H 5.66121 6.94151 17.09573
29 H 6.86874 7.27971 14.94924
30 C 4.17753 8.11712 12.48696
31 N 5.00927 8.50335 11.30381
32 C 4.13293 9.20457 10.31790
33 C 5.56354 7.28243 10.67880
34 C 6.74503 6.70434 11.44649
35 N 7.97291 7.53494 11.33742
36 C 8.58317 7.40145 9.96996
37 C 8.98287 7.13835 12.33066
38 H 3.31131 7.53322 12.14893
39 H 3.79699 9.03925 12.95358
40 H 4.74942 7.53190 13.20754
41 H 3.31695 8.54644 9.96286
42 H 4.71292 9.50546 9.43432
43 H 3.70658 10.09901 10.75979
44 H 5.87371 7.53295 9.64592
45 H 4.78471 6.49576 10.60637
46 H 6.97362 5.68788 11.06604
47 H 6.46554 6.56323 12.49866
48 H 8.80383 6.34134 9.70668
49 H 9.53899 7.97621 9.92533
50 H 7.89942 7.82004 9.21323
51 H 9.27995 6.08595 12.21618
52 H 8.57278 7.23218 13.35541
53 H 9.85861 7.79250 12.23942
54 N 8.75203 11.02471 10.54808
55 C 8.35918 11.54962 9.24830
56 C 8.67178 12.87136 8.88707
57 C 8.22560 13.39278 7.68218
58 C 7.47328 12.58907 6.82791
59 C 7.18645 11.27637 7.15672
60 C 7.64972 10.74382 8.35451
61 H 9.05867 11.81361 11.12092
62 H 9.55082 10.37485 10.48359
63 H 9.33220 13.46762 9.54073
64 H 8.40602 14.44686 7.43410
65 H 7.13813 13.00694 5.88116
66 H 6.58755 10.69750 6.44577
67 H 7.51142 9.66471 8.54588
68 N 9.46100 10.34020 14.36513
69 C 8.64104 10.24019 13.56042
70 H 10.28607 10.29151 14.95611

Force components x, y, z for each atom (eV/Å):
Cd -1.3 0.3 -1.0
O -0.5 -1.5 -0.3
C 0.2 0.5 0.3
C 0.2 -1.0 -0.2
C 0.0 -0.1 -0.2
C -0.3 -0.5 0.1
C 0.5 0.2 0.0
C 0.0 0.3 -0.1
C 0.4 -0.6 -1.8
O 0.0 1.0 1.0
N -0.4 0.7 -0.6
N -0.4 -2.6 2.3
C 0.3 1.7 -1.4
C 0.0 -1.6 0.9
C 0.3 0.6 -0.8
C 0.5 -0.2 -0.4
C -0.1 0.5 -0.5
C -0.4 -0.4 0.2
N 0.1 1.1 0.5
H 0.1 1.5 -0.3
H -0.1 0.1 0.3
H 0.0 -0.3 0.3
H 0.1 0.1 0.5
H 0.2 0.3 0.5
H -0.2 -0.6 -0.1
H 0.3 -0.3 -0.3
H -0.1 0.0 0.2
H 0.1 0.2 -0.1
H -0.2 0.1 0.0
C -0.1 0.6 -0.6
N -0.1 -0.2 0.2
C 0.2 -0.3 -0.2
C 0.0 0.0 -0.3
C 0.4 -0.4 -0.2
N 0.1 0.2 -0.4
C 0.0 0.3 0.2
C -0.4 -0.1 0.5
H 0.1 0.0 0.0
H 0.2 -0.4 0.0
H -0.1 0.2 -0.1
H 0.3 0.1 0.3
H 0.0 0.0 0.4
H 0.1 0.0 0.1
H -0.2 -0.1 0.5
H 0.2 0.3 0.0
H -0.2 0.3 0.0
H 0.3 0.3 -0.1
H -0.2 0.5 0.3
H -0.8 -0.4 0.1
H 0.4 -0.3 0.4
H 0.1 0.1 -0.1
H 0.2 0.1 -0.5
H -0.2 -0.2 0.0
N 0.3 -0.2 -0.1
C 0.1 0.1 -0.5
C 0.4 -0.3 0.6
C -0.2 0.1 0.0
C 0.2 0.6 -0.2
C 0.0 0.0 -0.3
C 0.1 -0.4 0.1
H 0.0 -0.3 -0.1
H -0.5 0.5 -0.1
H -0.6 -0.2 -0.3
H 0.1 -0.6 0.1
H -0.1 -0.1 0.2
H 0.3 0.0 0.4
H -0.1 0.8 0.2
N 0.7 -0.2 0.2
C 0.8 -0.1 0.4
H -0.6 0.2 -0.2

Kohn-Sham gap   6.91 eV
Total charge   +1

Atomic partial charges in e from the natural (NBO) method, atoms 1 to 5:
1. Cd 1.66
2. O -0.70
3. C 0.36
4. C -0.28
5. C -0.16

What F_max values result from the calculations? In sequence: 4.57, 0.94, 3.53 eV Å⁻¹.
What energy values result from the calculations? In sequence: -77523.94335, -257019.98147, -46597.22653 eV.